Density functional theory data (the ωB97M-V functional and the def2-TZVPD basis) for a 2-piece molecular cluster, C2H9N2O overall.

E_HOMO (eV): -15.0658
E_LUMO (hartree): -0.115
Energy above the lowest of the compared OMol25 structures with the same formula, charge and spin (kcal per mole): 10.61
Total charge: +1
Multiplicity: 1

Element x y z (Å)
C1 0.7164 -0.9138 -1.8669
N1 0.5108 -0.3022 -0.5477
C2 0.1400 -0.9755 0.4923
N2 -0.1353 -0.4380 1.6630
H1 0.5648 -1.9663 -1.8105
H2 1.6752 -0.6047 -2.2631
H3 -0.0639 -0.5622 -2.5415
H4 0.5399 0.7098 -0.5294
H5 0.0800 -2.0522 0.4254
H6 -0.2757 0.5738 1.6765
H7 -0.5791 -1.0181 2.3553
H8 -0.4745 3.0157 1.1645
H9 -1.8168 2.3052 1.0086
O1 -0.8818 2.2284 0.7736

=====

Density functional theory data (the ωB97M-V functional and the def2-TZVPD basis) for an isolated ion of composition C2H9N2O and charge +1.

E_HOMO (eV): -13.8284
E_LUMO (hartree): -0.130
Energy above the lowest of the compared OMol25 structures with the same formula, charge and spin (kcal per mole): 43.57
Total charge: +1
Multiplicity: 1
Structure (SMILES): [NH3+]CNCO

Element x y z (Å)
N1 1.2125 0.0790 1.4169
C1 0.5402 -0.7705 0.2895
N2 -0.7887 -0.3722 0.1262
C2 -1.2597 0.2922 -1.0770
O1 -0.0875 0.6695 -1.7989
H1 1.7954 -0.5057 2.0149
H2 1.7905 0.8330 1.0478
H3 0.4328 0.4788 1.9296
H4 1.0989 -0.6502 -0.6220
H5 0.5673 -1.7916 0.6558
H6 -1.4898 -0.7287 0.7567
H7 -1.7152 1.2573 -0.8284
H8 -1.9150 -0.3205 -1.6943
H9 -0.1818 1.5297 -2.2168

=====

Density functional theory data (the ωB97M-V functional and the def2-TZVPD basis) for a 2-piece molecular cluster, C2H9N2O overall.

E_HOMO (eV): -14.8834
E_LUMO (hartree): -0.123
Energy above the lowest of the compared OMol25 structures with the same formula, charge and spin (kcal per mole): 20.31
Total charge: +1
Multiplicity: 1

Element x y z (Å)
N1 -1.0065 -1.4643 2.2025
C1 -0.6402 -0.8133 1.1247
N2 0.4622 -1.0066 0.4695
H1 -0.4707 -2.2112 2.6196
H2 -1.9027 -1.2904 2.6301
H3 -1.3142 -0.0401 0.7938
H4 0.6453 -0.4509 -0.3868
H5 1.0687 -1.7764 0.7111
C2 0.5446 1.8347 -1.5067
O1 0.8344 0.4580 -1.8300
H6 1.0368 2.4998 -2.2123
H7 -0.5253 2.0250 -1.4959
H8 0.9358 2.0242 -0.5061
H9 0.3319 0.2116 -2.6134

=====

Density functional theory data (the ωB97M-V functional and the def2-TZVPD basis) for a 2-piece molecular cluster, C2H9N2S overall.

E_HOMO (eV): -2.5911
E_LUMO (hartree): 0.161
Energy above the lowest of the compared OMol25 structures with the same formula, charge and spin (kcal per mole): 6.80
Total charge: -1
Multiplicity: 1

Element x y z (Å)
C1 -0.5458 2.2380 -2.0996
S1 0.4283 0.9188 -1.2937
H1 -1.5884 2.2073 -1.7797
H2 -0.1387 3.2227 -1.8704
H3 -0.5389 2.1219 -3.1832
N1 0.4263 -0.2288 1.7899
C2 -0.1145 -1.5095 1.3312
N2 0.7455 -2.1732 0.3762
H4 -0.1953 0.1477 2.4954
H5 0.4530 0.3928 0.9711
H6 -0.2614 -2.1784 2.1883
H7 -1.0928 -1.3848 0.8492
H8 0.7243 -1.6462 -0.4945
H9 1.6986 -2.1283 0.7198

=====

Density functional theory data (the ωB97M-V functional and the def2-TZVPD basis) for an isolated ion of composition C2H9N2S and charge +1.

E_HOMO (eV): -14.0200
E_LUMO (hartree): -0.135
Energy above the lowest of the compared OMol25 structures with the same formula, charge and spin (kcal per mole): 53.11
Total charge: +1
Multiplicity: 1
Structure (SMILES): C[C@@H]([NH3+])NS

Element x y z (Å)
C1 1.4636 -0.7512 -0.2269
C2 0.1390 -0.0925 0.2983
N1 0.0264 1.3650 -0.2013
N2 -0.9336 -0.9608 -0.0808
S1 -2.4621 0.0075 0.0867
H1 1.7965 -0.9478 -1.3037
H2 1.5102 -1.7890 0.2686
H3 2.2703 -0.3321 0.3064
H4 0.0979 -0.0953 1.4955
H5 -0.7640 1.9329 0.1942
H6 -0.1668 1.3609 -1.1627
H7 0.9563 1.7680 0.1119
H8 -0.9971 -1.0158 -1.0360
H9 -2.9366 -0.4499 1.2497

=====

Density functional theory data (the ωB97M-V functional and the def2-TZVPD basis) for a 2-piece molecular cluster, C2H9N2S2 overall.

E_HOMO (eV): -14.2074
E_LUMO (hartree): -0.157
Energy above the lowest of the compared OMol25 structures with the same formula, charge and spin (kcal per mole): 19.95
Total charge: +1
Multiplicity: 1

Element x y z (Å)
C1 -0.1056 0.5702 1.2014
C2 -0.1010 -0.7069 0.3649
N1 0.9811 -1.4285 0.3720
N2 1.0435 0.7515 -1.4314
S1 -2.8565 0.2429 -0.3735
S2 -1.6433 -1.3173 -0.3610
H1 -0.6172 0.3502 2.2088
H2 0.8922 0.7755 1.4196
H3 -0.6056 1.3786 0.7098
H4 1.8495 -0.9831 0.4773
H5 0.9183 -2.3210 -0.0842
H6 1.9840 0.3340 -1.4498
H7 0.5400 0.4758 -2.2987
H8 1.1117 1.7525 -1.5684
H9 -3.3912 0.1256 0.8133

=====

Density functional theory data (the ωB97M-V functional and the def2-TZVPD basis) for a 2-piece molecular cluster, C2H9N2S2 overall.

E_HOMO (eV): -13.7152
E_LUMO (hartree): -0.158
Energy above the lowest of the compared OMol25 structures with the same formula, charge and spin (kcal per mole): 42.19
Total charge: +1
Multiplicity: 1

Element x y z (Å)
C1 1.6959 0.6767 -0.0798
C2 0.3996 0.0393 -0.2672
N1 -0.6795 0.7400 -0.4685
N2 2.6791 -0.3444 0.1986
S1 0.3047 -1.6712 -0.1892
S2 -3.4347 -0.2354 -0.0486
H1 1.5726 1.2733 0.8585
H2 2.0905 1.4334 -0.8018
H3 -1.5791 0.2757 -0.6311
H4 -0.6905 1.6993 -0.5496
H5 2.9507 -0.7275 1.1316
H6 3.6668 -0.2762 -0.2273
H7 -4.7724 -0.1103 0.4287
H8 -1.1096 -1.6672 -0.3557
H9 -3.0941 -1.1055 1.0015

=====

Density functional theory data (the ωB97M-V functional and the def2-TZVPD basis) for a 2-piece molecular cluster, C2H9N2S2 overall.

E_HOMO (eV): -13.4592
E_LUMO (hartree): -0.153
Energy above the lowest of the compared OMol25 structures with the same formula, charge and spin (kcal per mole): 26.20
Total charge: +1
Multiplicity: 1

Element x y z (Å)
C1 -1.6129 -1.0984 0.4984
C2 -0.3295 -0.4550 0.2417
N1 2.4323 1.1995 -0.7420
N2 0.0324 -0.0575 -0.9648
S1 -2.7052 -0.0522 1.4720
S2 0.7376 -0.1498 1.6114
H1 -1.5554 -2.0830 0.9645
H2 -1.9790 -1.3715 -0.4712
H3 2.3918 1.8875 -1.4385
H4 3.1503 0.5730 -1.1718
H5 -0.5695 -0.3056 -1.7823
H6 1.0648 0.3849 -1.0390
H7 2.9882 1.5814 -0.0430
H8 -3.5921 0.3715 0.4654
H9 -0.4536 -0.4249 2.3992

=====

It is found that the orbital gap values, taken in the order of the records, are 11.9; 10.3; 11.5; 7.0; 10.3; 9.9; 9.4; 9.3 eV.